Formula: C8H10F8N2PS
Source: the OMol25 dataset
Level of theory: wB97M-V/def2-TZVPD

Summary:
Net charge: +1
Relative energy (zero: lowest compared OMol25 entry of this formula, charge and spin) in kcal/mol: 7.8
HOMO level in eV: -12.845
E_tot in eV: -53294.239
Spin multiplicity: 1
Kohn-Sham gap in Ha: 0.282

Atoms and positions in Å:
C1 0.484 1.552 2.421
C2 -0.139 1.636 1.053
F1 0.233 2.812 0.467
N1 0.315 0.553 0.160
C3 -0.090 0.387 -1.059
C4 -1.147 1.213 -1.811
F2 -1.135 0.798 -3.100
F3 -0.815 2.521 -1.772
C5 -2.621 1.049 -1.260
F4 -3.449 1.203 -2.308
F5 -2.854 2.013 -0.366
C6 -2.956 -0.326 -0.630
F6 -2.500 -1.309 -1.414
F7 -2.358 -0.432 0.579
F8 -4.284 -0.425 -0.482
S1 0.600 -0.899 -1.934
C7 1.175 -1.642 -0.331
P1 2.819 -2.470 -0.400
N2 3.496 -2.321 1.002
C8 1.339 -0.432 0.571
H1 1.558 1.503 2.311
H2 0.203 2.438 2.961
H3 0.126 0.672 2.938
H4 -1.217 1.636 1.109
H5 0.345 -2.263 -0.036
H6 3.434 -1.796 -1.473
H7 2.588 -3.774 -0.864
H8 3.718 -3.236 1.375
H9 1.103 -0.772 1.569
H10 2.331 -0.007 0.612

Atomic partial charges in e from the natural (NBO) method, atoms 1 to 8: C -0.650; C 0.352; F -0.324; N -0.326; C 0.170; C 0.599; F -0.281; F -0.269

---

Formula: C3H10NO
Source: the OMol25 dataset
Level of theory: wB97M-V/def2-TZVPD

Summary:
Net charge: -1
Relative energy (zero: lowest compared OMol25 entry of this formula, charge and spin) in kcal/mol: 28.9
HOMO level in eV: -2.494
E_tot in eV: -6809.522
Spin multiplicity: 1
Kohn-Sham gap in Ha: 0.244

Atoms and positions in Å:
C1 -0.318 -2.570 0.656
O1 -0.453 -1.956 -0.552
H1 -0.516 -1.854 1.481
H2 0.635 -3.097 0.834
H3 -1.114 -3.355 0.799
C2 1.031 2.471 0.318
C3 -0.195 1.513 0.236
N1 -0.195 0.658 -0.920
H4 2.069 2.150 0.228
H5 0.925 3.044 1.252
H6 0.864 3.068 -0.599
H7 -1.126 2.142 0.215
H8 -0.101 0.840 1.119
H9 0.687 0.273 -1.256
H10 -0.553 -0.369 -0.726

Atomic partial charges in e from the natural (NBO) method, atoms 1 to 8: C -0.199; O -0.971; H 0.090; H 0.090; H 0.081; C -0.626; C -0.199; N -0.959